[1]
{"formula": "C11H20N2Si", "method": "ωB97M-V/def2-TZVPD", "elements": ["Si", "N", "N", "C", "C", "C", "C", "C", "C", "C", "C", "C", "C", "C", "H", "H", "H", "H", "H", "H", "H", "H", "H", "H", "H", "H", "H", "H", "H", "H", "H", "H", "H", "H"], "positions_angstrom": [[-1.85459, -0.05128, 1.41745], [2.64297, 4.38726, -4.01389], [-1.54081, -1.42449, 0.47888], [2.30129, 1.31101, -2.77731], [-2.05823, 1.40572, 0.16888], [-0.96752, 0.47722, 3.04078], [-0.02693, -2.98954, 1.61277], [3.55761, 2.15969, -3.03298], [0.42359, -0.74055, -0.80988], [1.47240, -0.31183, -1.12108], [-3.65190, -0.65038, 2.10816], [2.69386, 0.23361, -1.71605], [-1.23956, -2.72081, 0.68350], [3.05603, 3.39110, -3.63004], [4.32674, 1.89749, -3.75106], [-1.46563, 2.21933, 0.34886], [-1.85687, 0.95665, -0.85465], [4.01097, 2.31688, -2.08268], [-3.92015, -0.36353, 3.14517], [-3.07013, 1.66266, 0.23854], [-0.60294, 1.45989, 3.10030], [-0.17079, -4.08768, 1.82105], [0.86400, -2.79528, 1.09985], [-0.11710, -2.37775, 2.46078], [3.30283, 0.61849, -1.03399], [3.05934, -0.59970, -2.26253], [1.95424, 0.93176, -3.74026], [-0.20409, -0.23682, 3.03427], [-4.34633, -0.37873, 1.35545], [-2.10346, -3.09987, 1.36070], [-3.42432, -1.66283, 1.99184], [1.62980, 1.99537, -2.38428], [-1.07452, -3.21947, -0.23014], [-1.59978, 0.28640, 3.97360]], "atomic_forces_ev_per_a": [[-2.29, 3.05, 1.50], [-0.22, 0.28, -0.39], [1.35, 2.04, -2.40], [2.69, -1.48, -0.40], [0.28, -4.14, -0.94], [-2.41, -1.38, 0.24], [-2.21, -2.35, -0.96], [-0.76, 0.73, -1.20], [-4.95, -1.81, 2.56], [2.86, 1.43, -0.73], [2.17, 1.56, -0.06], [-4.58, -1.16, -3.65], [0.73, -1.34, 3.15], [0.40, 0.69, 0.77], [0.09, -1.20, 0.09], [1.62, 2.05, 0.42], [-0.21, 0.74, 1.14], [0.58, 0.67, 0.61], [0.26, -0.13, -0.84], [-1.62, 0.61, -0.06], [0.65, 1.25, -0.21], [0.84, 1.05, 0.35], [1.43, 0.23, -0.75], [0.02, 0.51, 1.40], [2.80, 1.41, 2.83], [1.31, -0.65, -0.30], [-0.30, -0.32, 0.41], [1.84, -0.82, 0.60], [-1.01, 0.27, -0.44], [0.67, 0.19, -1.48], [-0.49, -1.99, 0.39], [-1.67, 0.95, 0.79], [-0.55, -1.10, -1.03], [0.68, 0.15, -1.41]], "charge": 0, "spin_multiplicity": 1, "energy_ha": -829.8656, "homo_energy_ev": [-9.5, -9.4], "homo_lumo_gap_ha": [0.2930, 0.2772], "de_lowest_ev": 6.353, "mol_weight_da": 208.4}


[2]
{"formula": "C52H46CeN6O7STe", "method": "ωB97M-V/def2-TZVPD", "elements": ["Ce", "Te", "S", "O", "O", "O", "O", "O", "O", "O", "N", "N", "N", "N", "N", "N", "C", "C", "C", "C", "C", "C", "C", "C", "C", "C", "C", "C", "C", "C", "C", "C", "C", "C", "C", "C", "C", "C", "C", "C", "C", "C", "C", "C", "C", "C", "C", "C", "C", "C", "C", "C", "C", "C", "C", "C", "C", "C", "C", "C", "C", "C", "C", "C", "C", "C", "C", "C", "H", "H", "H", "H", "H", "H", "H", "H", "H", "H", "H", "H", "H", "H", "H", "H", "H", "H", "H", "H", "H", "H", "H", "H", "H", "H", "H", "H", "H", "H", "H", "H", "H", "H", "H", "H", "H", "H", "H", "H", "H", "H", "H", "H", "H", "H"], "positions_angstrom": [[-0.90601, -1.42716, 0.09251], [0.55389, 4.71874, 1.65191], [2.80159, -4.14916, 1.81871], [3.51139, -2.50266, -4.01409], [-2.36461, 0.81474, 1.74521], [0.12059, -2.15186, 3.32061], [-2.24381, -2.23796, 1.62231], [-3.93821, -2.66766, 2.99071], [0.24519, -0.64176, 1.68381], [0.77119, -0.66176, -1.46019], [-2.15711, -4.87486, -3.02899], [0.66089, -3.16936, 0.37511], [-3.98901, -1.35816, -0.28129], [1.01299, 1.96584, 0.72831], [-1.66191, -3.02616, -1.95149], [-2.40041, 0.38464, -1.47329], [2.87439, 4.36594, 3.57141], [-3.53151, 1.63264, 3.59651], [2.00059, -0.29016, -1.55579], [-2.12341, 2.24674, -2.95439], [4.20059, -0.20936, -2.68219], [-2.09791, 2.18274, 3.61391], [-1.67021, 1.10004, -2.31749], [-5.76741, 0.22104, 0.01861], [1.23129, -1.99996, -4.06869], [-0.90531, -1.16056, -4.77449], [0.87809, -3.25736, -4.54929], [-6.51831, -0.73206, 0.68511], [-3.41281, 2.68334, -2.68819], [3.83769, -0.32516, 4.17511], [6.03909, 1.37464, -1.97239], [-4.72831, -2.26966, 0.32541], [3.35919, -0.57096, 1.83481], [2.99559, 0.77334, 4.23081], [0.63119, 4.04844, -0.39629], [0.34509, -0.94306, -4.22639], [3.60259, 4.24034, 1.30191], [-3.36381, 0.40884, 2.67631], [-4.50471, -0.13426, -0.46569], [-2.94881, -2.02186, 2.64721], [-0.35611, -3.46566, -5.13489], [2.90179, -0.73286, -2.58749], [-2.67061, -0.72276, 3.46181], [4.89409, 3.99874, 1.73271], [3.99289, -1.01136, 2.98101], [5.17369, 3.91024, 3.08321], [-2.87191, -2.87526, -2.57529], [2.58419, 0.61804, -0.60949], [-1.26051, -2.42026, -5.22639], [-1.37851, 1.14404, 2.73681], [-3.67321, 0.76874, -1.26549], [-1.22781, -0.17946, 3.50171], [1.56219, -3.53126, 1.04001], [2.61789, -1.79716, -3.55269], [2.33809, 1.19654, 3.09421], [3.86239, 1.11144, -0.75579], [1.91989, 1.07424, 0.64021], [2.58039, 4.41544, 2.21591], [0.04379, -4.87356, -1.89129], [-6.00361, -2.01226, 0.81511], [-0.20981, -1.11166, 2.77241], [-1.24231, -4.23746, -2.25679], [4.67969, 0.75464, -1.82759], [0.41309, 2.54804, -0.43629], [2.54179, 0.55914, 1.87231], [-3.19971, -4.01466, -3.24259], [-4.20481, 1.91974, -1.85599], [4.15749, 4.09804, 4.00411], [-2.04861, 3.17374, 3.15541], [1.60289, -4.05466, -4.46739], [-0.86971, -0.04666, 4.52491], [-4.05211, -4.27776, -3.83669], [-1.66671, 2.23804, 4.61161], [-7.48651, -0.47796, 1.09641], [2.84799, 1.30044, 5.16481], [-4.27951, -3.24586, 0.44041], [-0.61041, -4.43836, -5.53669], [-3.89211, 1.33224, 4.57821], [-0.13761, 4.58084, -0.94989], [6.53519, 1.02644, -2.87559], [-5.23001, 2.20784, -1.68169], [0.30639, -5.63556, -2.62249], [1.59849, 4.31584, -0.80889], [-1.48501, 2.78534, -3.63569], [5.96069, 2.46134, -2.02339], [6.17499, 3.69124, 3.42061], [-0.01861, -5.32516, -0.90119], [1.64909, 2.02414, 3.14101], [4.82609, -0.58816, -3.48169], [4.59759, -1.90676, 2.94431], [-4.27941, 0.10224, 2.17281], [-3.80461, 3.58934, -3.12599], [6.65889, 1.13024, -1.10909], [-0.66331, 2.33944, -0.37169], [-2.07621, -5.81226, -3.38559], [4.36219, 4.01484, 5.06181], [-3.42501, -1.95866, -2.51299], [0.66539, 0.04904, -3.94959], [0.82129, -4.11276, -1.84049], [3.39489, 4.27294, 0.24411], [-1.60511, -0.34186, -4.86619], [-2.23891, -2.58126, -5.65759], [-6.14671, 1.22524, -0.09849], [-3.10291, -0.86486, 4.45521], [4.24049, 1.79994, -0.00889], [3.47579, -1.13726, 0.92191], [5.68439, 3.86694, 1.00881], [-0.46701, 1.49524, 2.25321], [-4.23211, 2.34904, 3.16671], [0.80739, 2.13984, -1.37869], [2.07949, 4.51214, 4.28931], [-6.55541, -2.79096, 1.31321], [-0.67151, 0.72504, -2.48199], [4.35109, -0.66266, 5.06511]], "atomic_forces_ev_per_a": [[-0.86, 0.09, -3.54], [0.18, 0.72, -0.09], [0.95, -0.45, 0.63], [-0.33, 0.26, 0.24], [-0.02, 0.02, -0.25], [-0.06, 0.34, -0.19], [-0.17, -0.66, 0.42], [0.14, -0.18, -0.11], [0.87, 0.72, 0.20], [-0.18, 0.10, 0.28], [0.09, -0.06, 0.16], [0.40, -0.36, 0.25], [-0.22, 0.51, -0.13], [0.47, -0.78, -0.05], [0.14, -0.28, -0.11], [-0.48, 0.28, -0.10], [-0.24, 0.11, 0.03], [-0.13, -0.14, -0.19], [0.89, 0.31, -0.28], [-0.26, 0.10, 0.05], [-0.13, 0.12, 0.03], [0.10, 0.01, -0.29], [0.10, 0.14, -0.31], [0.37, 0.01, -0.15], [-0.11, -0.17, -0.32], [0.02, 0.17, -0.13], [0.22, 0.14, 0.04], [0.11, -0.29, -0.06], [0.33, -0.17, -0.03], [0.07, -0.09, -0.01], [-0.07, -0.04, 0.07], [-0.27, -0.19, 0.03], [-0.09, 0.16, 0.02], [-0.03, -0.02, 0.11], [-0.07, -0.06, 0.32], [0.08, -0.15, -0.06], [-0.16, 0.00, -0.23], [-0.79, -0.14, 0.52], [-0.58, -0.55, 0.48], [-0.86, 0.52, 1.77], [-0.07, -0.03, -0.12], [0.06, 0.37, 0.59], [-0.11, -0.60, -0.38], [0.14, -0.05, 0.01], [0.13, -0.05, 0.19], [0.11, 0.00, 0.10], [-0.37, -0.28, -0.29], [-0.16, -0.05, -0.44], [-0.02, -0.03, -0.14], [0.69, 0.51, 0.54], [0.36, 0.54, -0.44], [0.45, -0.14, -0.66], [-0.82, -0.03, -0.90], [0.05, -0.51, -0.43], [-0.09, 0.01, -0.16], [-0.04, -0.11, -0.43], [-0.23, 0.47, -0.22], [-0.42, 0.05, -0.10], [0.07, 0.01, 0.21], [-0.05, 0.25, -0.05], [-0.19, -0.28, 3.24], [0.13, -0.20, -0.10], [0.06, -0.04, 0.05], [0.00, -0.18, -0.05], [0.43, -0.15, 0.54], [-0.32, 0.31, 0.09], [0.08, -0.28, 0.25], [0.09, 0.07, 0.08], [0.07, -0.10, 0.07], [0.04, -0.05, -0.01], [-0.01, -0.02, -0.09], [-0.12, -0.02, -0.08], [0.06, 0.02, 0.04], [-0.02, -0.01, -0.02], [-0.03, 0.01, 0.05], [0.01, -0.01, 0.08], [-0.02, -0.05, 0.05], [-0.08, 0.02, 0.03], [-0.04, 0.18, 0.02], [0.08, -0.03, -0.03], [-0.03, -0.04, 0.05], [0.04, -0.05, -0.08], [0.11, 0.12, 0.03], [0.16, 0.04, -0.04], [0.07, 0.08, -0.03], [0.11, -0.03, 0.02], [0.06, -0.01, 0.00], [-0.03, 0.16, -0.06], [0.00, 0.00, -0.01], [-0.02, -0.02, -0.03], [0.12, 0.00, -0.05], [0.00, 0.06, -0.12], [0.15, 0.01, -0.01], [0.13, 0.04, -0.07], [0.09, 0.12, 0.07], [0.01, 0.03, 0.09], [-0.03, 0.03, -0.01], [-0.02, 0.09, 0.15], [-0.02, -0.16, -0.02], [0.03, 0.00, -0.15], [-0.06, 0.09, -0.03], [-0.02, 0.00, -0.05], [0.02, 0.04, 0.00], [-0.01, 0.02, -0.22], [0.02, 0.01, 0.10], [0.02, 0.02, -0.05], [0.08, -0.05, -0.11], [-0.18, -0.02, 0.08], [-0.05, 0.00, 0.02], [-0.12, 0.01, 0.07], [-0.06, -0.06, 0.16], [-0.01, -0.10, 0.11], [0.12, 0.02, 0.06], [0.02, -0.04, 0.06]], "s_squared": 0.751, "charge": -1, "spin_multiplicity": 2, "energy_ha": -4005.9966, "homo_energy_ev": [-4.7, -4.9], "homo_lumo_gap_ha": [0.2351, 0.2403], "mol_weight_da": 1166.8}